# C21H32N2O2

The molecule C21H32N2O2 (wB97M-V/def2-TZVPD, the Open Molecules 2025 dataset).

Computed properties:
- strongest force on any atom (eV Å⁻¹) = 0.638
- frontier orbital gap (eV) = 9.69
- E (eV) = -29373.9545

Geometry (Å):
C1 -0.055 5.292 -2.689
H1 -0.404 6.197 -2.198
H2 -0.601 5.175 -3.623
H3 1.001 5.414 -2.924
C2 -0.265 4.078 -1.789
C3 0.483 4.242 -0.466
C4 0.269 3.033 0.438
C5 0.728 1.745 -0.255
C6 0.412 0.570 0.654
O1 -0.728 0.174 0.845
N1 1.473 0.010 1.263
H4 2.409 0.277 1.006
C7 1.344 -1.107 2.181
C8 1.317 -2.415 1.361
O2 2.267 -3.165 1.254
N2 0.132 -2.619 0.762
H5 -0.595 -1.917 0.844
C9 -0.086 -3.710 -0.159
H6 0.882 -4.200 -0.292
H7 -0.787 -4.430 0.278
C10 -0.634 -3.215 -1.506
C11 -2.112 -2.945 -1.427
C12 -3.017 -3.964 -1.701
C13 -4.379 -3.745 -1.602
C14 -4.856 -2.501 -1.223
C15 -3.962 -1.482 -0.944
C16 -2.599 -1.702 -1.046
H8 -1.915 -0.899 -0.818
H9 -4.325 -0.511 -0.643
H10 -5.919 -2.329 -1.146
H11 -5.070 -4.546 -1.821
H12 -2.649 -4.936 -1.997
H13 -0.444 -3.982 -2.258
H14 -0.096 -2.310 -1.794
H15 0.365 -1.000 2.664
C17 2.440 -1.091 3.257
C18 2.192 0.054 4.237
H16 2.962 0.065 5.005
H17 2.211 1.010 3.718
H18 1.225 -0.052 4.722
C19 3.850 -1.005 2.675
H19 3.982 -1.759 1.904
H20 4.579 -1.188 3.460
H21 4.054 -0.018 2.261
H22 2.355 -2.043 3.791
C20 -0.011 1.582 -1.585
C21 0.203 2.797 -2.480
H23 -0.343 2.660 -3.416
H24 1.265 2.888 -2.726
H25 -1.075 1.459 -1.377
H26 0.340 0.679 -2.093
H27 1.806 1.797 -0.439
H28 -0.791 2.936 0.682
H29 0.817 3.164 1.375
H30 0.139 5.143 0.045
H31 1.551 4.361 -0.669
H32 -1.335 3.983 -1.573

These are the Löwdin partial charges, in e, on atoms 1 to 8: -0.075 0.075 0.075 0.079 -0.393 -0.172 -0.144 -0.236

=====

# C26H45As2CoF12NO17

A structure of composition C26H45As2CoF12NO17 at a distorted geometry (wB97M-V/def2-TZVPD, the Open Molecules 2025 dataset).

Computed properties:
- strongest force on any atom (eV Å⁻¹) = 2.535
- spin multiplicity = 4
- frontier orbital gap (spin up / spin down) (eV) = 9.44 / 9.44
- E (eV) = -255909.9745

Geometry (Å):
Co1 0.195 -0.119 0.318
As1 3.908 -0.070 1.208
F1 3.840 1.511 2.003
F2 5.638 -0.161 1.349
F3 3.911 -1.619 0.413
F4 2.146 -0.117 1.053
F5 3.966 0.773 -0.345
F6 3.816 -0.785 2.813
As2 -2.542 2.568 1.152
F7 -3.606 3.899 1.578
F8 -1.610 3.650 0.139
F9 -1.574 1.183 0.641
F10 -3.491 1.515 2.174
F11 -3.567 2.269 -0.231
F12 -1.399 2.897 2.437
C1 -3.154 3.672 -5.140
C2 -2.922 2.562 -5.929
C3 -2.270 1.473 -5.336
C4 -1.944 1.494 -3.995
C5 -2.235 2.632 -3.221
C6 -2.775 3.771 -3.807
N1 -1.286 0.333 -3.409
O1 -0.859 0.432 -2.279
O2 -1.222 -0.685 -4.085
H1 -3.599 4.525 -5.644
H2 -3.196 2.556 -6.972
H3 -2.060 0.662 -6.020
H4 -1.827 2.713 -2.220
H5 -2.928 4.623 -3.164
C7 2.135 -0.316 5.859
C8 1.338 0.946 5.600
O3 0.964 1.043 4.217
C9 0.095 0.258 3.636
O4 -0.051 0.246 2.445
O5 -0.635 -0.434 4.494
C10 -1.869 -1.010 4.050
H6 1.604 -1.269 5.785
H7 2.628 -0.314 6.830
H8 2.882 -0.451 5.071
H9 2.030 1.776 5.724
H10 0.486 1.103 6.260
H11 -1.683 -1.693 3.221
H12 -2.539 -0.239 3.665
H13 -2.294 -1.450 4.946
C11 -1.656 -5.750 2.121
C12 -0.538 -5.516 1.098
O6 -0.272 -4.153 0.779
C13 0.415 -3.336 1.536
O7 0.692 -2.196 1.235
O8 0.900 -3.913 2.623
C14 2.003 -3.276 3.282
H14 -2.602 -5.377 1.728
H15 -1.426 -5.254 3.063
H16 -1.761 -6.819 2.300
H17 -0.830 -5.969 0.153
H18 0.369 -6.020 1.431
H19 2.791 -3.107 2.553
H20 2.340 -3.908 4.098
H21 1.700 -2.318 3.699
C15 3.534 1.393 -3.975
C16 2.485 0.816 -3.042
O9 2.680 -0.610 -2.982
C17 1.998 -1.342 -2.125
O10 1.192 -0.938 -1.322
O11 2.288 -2.623 -2.264
C18 3.190 -3.115 -3.248
H22 3.283 1.136 -5.004
H23 4.491 0.963 -3.682
H24 3.543 2.478 -3.895
H25 1.491 0.909 -3.478
H26 2.550 1.261 -2.060
H27 4.138 -2.633 -3.002
H28 2.979 -2.959 -4.305
H29 3.324 -4.184 -3.103
C19 0.215 5.629 -1.892
C20 1.392 4.659 -2.038
O12 1.037 3.332 -1.712
C21 1.010 2.891 -0.457
O13 0.702 1.772 -0.161
O14 1.196 3.892 0.385
C22 1.402 3.538 1.767
H30 -0.213 5.673 -0.890
H31 -0.563 5.326 -2.593
H32 0.464 6.666 -2.125
H33 2.214 5.040 -1.433
H34 1.678 4.727 -3.086
H35 0.949 2.602 2.081
H36 1.073 4.365 2.388
H37 2.477 3.433 1.910
C23 -4.526 -2.202 1.617
C24 -4.270 -1.297 0.408
O15 -3.653 -2.074 -0.629
C25 -2.345 -2.105 -0.760
O16 -1.548 -1.362 -0.216
O17 -2.084 -2.890 -1.772
C26 -0.706 -3.205 -2.055
H38 -3.579 -2.559 2.027
H39 -5.090 -3.060 1.259
H40 -5.010 -1.568 2.358
H41 -3.618 -0.452 0.564
H42 -5.227 -0.965 0.011
H43 -0.552 -3.139 -3.130
H44 -0.530 -4.202 -1.667
H45 -0.028 -2.457 -1.654

These are the Löwdin partial charges, in e, on atoms 1 to 8: 0.873 0.826 -0.251 -0.242 -0.231 -0.265 -0.239 -0.249

=====

# C7H14

The molecule C7H14 (wB97M-V/def2-TZVPD, the Open Molecules 2025 dataset).

Computed properties:
- strongest force on any atom (eV Å⁻¹) = 0.409
- frontier orbital gap (eV) = 8.47
- E (eV) = -7482.1831

Geometry (Å):
C1 2.501 -0.284 0.057
C2 1.242 -0.493 -0.756
C3 0.063 -1.168 -0.024
C4 -1.132 -0.379 -0.557
C5 -2.367 -0.360 0.336
C6 -0.512 1.012 -0.790
C7 -0.246 1.760 0.481
H1 2.300 0.323 0.949
H2 2.891 -1.251 0.397
H3 3.278 0.215 -0.531
H4 1.437 -0.992 -1.711
H5 0.016 -2.254 -0.194
H6 0.155 -1.022 1.061
H7 -1.423 -0.789 -1.536
H8 -2.126 -0.012 1.348
H9 -3.136 0.303 -0.079
H10 -2.797 -1.364 0.418
H11 0.865 0.514 -1.182
H12 0.550 2.504 0.366
H13 -0.101 1.214 1.430
H14 -1.179 2.337 0.584

These are the Löwdin partial charges, in e, on atoms 1 to 8: -0.090 -0.258 -0.177 -0.438 -0.078 -0.039 -0.169 0.073

=====

# C33H30BF2Ge2InN4S

A structure of composition C33H30BF2Ge2InN4S (wB97M-V/def2-TZVPD, the Open Molecules 2025 dataset).

Computed properties:
- strongest force on any atom (eV Å⁻¹) = 0.609
- charge = +1
- spin multiplicity = 2
- frontier orbital gap (spin up / spin down) (eV) = 6.85 / 6.65
- E (eV) = -175818.3887

Geometry (Å):
In1 -0.322 -0.950 -0.823
S1 -6.269 -2.515 4.017
N1 -5.225 -1.289 4.028
C1 -4.489 -1.418 2.938
C2 -3.415 -0.523 2.534
C3 -3.008 0.570 3.299
C4 -1.968 1.347 2.850
C5 -1.368 1.020 1.639
N2 -1.750 -0.011 0.895
C6 -2.753 -0.792 1.338
C7 -3.110 -1.967 0.528
N3 -2.405 -2.166 -0.592
C8 -2.670 -3.225 -1.344
C9 -3.654 -4.153 -1.018
C10 -4.384 -3.959 0.130
C11 -4.118 -2.842 0.923
C12 -4.831 -2.547 2.155
N4 -5.821 -3.261 2.663
H1 -3.516 0.779 4.232
H2 -1.609 2.196 3.415
H3 -0.549 1.613 1.262
H4 -2.081 -3.343 -2.246
H5 -3.827 -5.004 -1.660
H6 -5.159 -4.650 0.436
C13 2.258 -3.734 2.349
C14 1.798 -2.498 2.789
C15 1.059 -1.686 1.936
C16 0.766 -2.099 0.636
C17 1.249 -3.339 0.201
C18 1.981 -4.158 1.056
H7 2.835 -4.364 3.014
H8 2.022 -2.164 3.796
H9 0.713 -0.724 2.301
H10 1.063 -3.680 -0.813
H11 2.340 -5.120 0.711
F1 -1.147 -1.146 -3.977
B1 -0.279 -1.495 -3.044
F2 0.673 -2.352 -3.395
C19 -1.666 3.744 -0.480
Ge1 -0.216 3.332 -1.723
C20 0.908 4.898 -1.986
C21 -1.030 2.671 -3.369
Ge2 1.180 1.475 -0.907
C22 2.391 0.755 -2.242
C23 3.044 -0.467 -2.045
C24 3.908 -0.966 -3.009
C25 4.121 -0.255 -4.183
C26 3.468 0.952 -4.396
C27 2.599 1.450 -3.435
C28 2.074 1.784 0.783
C29 1.697 2.899 1.543
C30 2.304 3.166 2.762
C31 3.285 2.307 3.245
C32 3.664 1.195 2.503
C33 3.065 0.934 1.279
H12 -2.246 4.558 -0.920
H13 -1.315 4.067 0.501
H14 -2.323 2.882 -0.359
H15 0.271 5.717 -2.324
H16 1.679 4.715 -2.734
H17 1.389 5.186 -1.051
H18 -1.707 3.430 -3.765
H19 -1.609 1.772 -3.152
H20 -0.291 2.429 -4.133
H21 2.875 -1.044 -1.142
H22 4.408 -1.913 -2.848
H23 4.795 -0.644 -4.935
H24 3.632 1.503 -5.313
H25 2.094 2.392 -3.616
H26 0.936 3.579 1.171
H27 2.020 4.043 3.330
H28 3.759 2.510 4.197
H29 4.430 0.528 2.880
H30 3.380 0.068 0.710

These are the Löwdin partial charges, in e, on atoms 1 to 8: 0.820 1.062 -0.203 -0.300 -0.065 0.040 0.000 -0.128

=====

# C4H7NO

The molecule C4H7NO at a distorted geometry (wB97M-V/def2-TZVPD, the Open Molecules 2025 dataset).

Computed properties:
- strongest force on any atom (eV Å⁻¹) = 1.125
- frontier orbital gap (eV) = 11.70
- E (eV) = -7798.0598

Geometry (Å):
C1 -1.837 -0.696 0.124
C2 -0.632 0.093 -0.355
O1 0.140 0.518 0.766
C3 1.433 0.896 0.398
C4 2.202 -0.272 -0.102
N1 2.698 -1.232 -0.514
H1 -2.682 -0.054 0.393
H2 -2.181 -1.377 -0.668
H3 -1.555 -1.297 0.993
H4 -0.948 0.971 -0.936
H5 -0.004 -0.538 -0.998
H6 1.926 1.313 1.279
H7 1.440 1.674 -0.381

These are the Löwdin partial charges, in e, on atoms 1 to 8: -0.066 -0.275 -0.142 -0.215 -0.183 0.152 0.074 0.080

=====

# C5H9NO

The molecule C5H9NO at a distorted geometry (wB97M-V/def2-TZVPD, the Open Molecules 2025 dataset).

Computed properties:
- strongest force on any atom (eV Å⁻¹) = 1.094
- frontier orbital gap (eV) = 10.54
- E (eV) = -8864.8661

Geometry (Å):
C1 0.722 -0.095 -0.882
C2 -1.414 0.346 0.210
C3 -1.779 -1.021 0.778
N1 0.037 0.561 0.244
O1 0.210 1.992 0.010
C4 2.166 -0.171 -0.605
C5 3.338 -0.257 -0.354
H1 0.821 2.224 0.736
H2 0.539 0.437 -1.825
H3 0.357 -1.119 -1.021
H4 -1.818 0.458 -0.803
H5 -1.905 1.101 0.837
H6 -1.379 -1.143 1.791
H7 -2.868 -1.126 0.836
H8 -1.400 -1.840 0.160
H9 4.372 -0.346 -0.114

These are the Löwdin partial charges, in e, on atoms 1 to 8: -0.206 -0.258 -0.094 -0.192 -0.059 -0.116 0.107 0.105

=====

# C4H51NO20S

A cluster of 21 separate species, C4H51NO20S in total at a distorted geometry (wB97M-V/def2-TZVPD, the Open Molecules 2025 dataset).

Computed properties:
- strongest force on any atom (eV Å⁻¹) = 4.444
- frontier orbital gap (eV) = 7.97
- E (eV) = -58248.5188

Geometry (Å):
S1 -0.003 -1.829 0.670
N1 0.647 0.783 0.511
C1 -1.319 -2.846 -0.213
C2 1.769 0.809 -0.446
C3 0.289 2.162 0.878
C4 -0.531 -0.135 0.226
H1 -1.213 -3.945 -0.100
H2 -1.292 -2.529 -1.297
H3 -2.307 -2.535 0.152
H4 1.432 1.068 -1.459
H5 2.105 -0.237 -0.657
H6 2.509 1.481 -0.165
H7 -0.631 2.169 1.509
H8 1.164 2.602 1.297
H9 0.054 2.774 -0.027
H10 -0.733 -0.126 -0.880
H11 -1.457 0.077 0.758
O1 -0.769 -6.973 -2.139
H12 -0.007 -6.520 -1.651
H13 -0.528 -7.027 -3.120
O2 -2.016 4.151 -1.819
H14 -2.695 4.807 -2.181
H15 -2.510 3.449 -1.284
O3 2.106 5.281 1.036
H16 2.833 4.905 0.441
H17 1.277 5.418 0.472
O4 0.413 2.163 4.358
H18 0.994 1.624 3.728
H19 0.531 3.143 4.134
O5 -3.581 0.382 -0.990
H20 -4.009 1.291 -0.873
H21 -3.822 -0.185 -0.188
O6 2.357 1.061 2.775
H22 3.122 1.582 2.365
H23 1.828 0.635 2.025
O7 4.284 -1.710 1.249
H24 3.769 -1.915 0.402
H25 4.884 -0.915 1.067
O8 2.703 -2.663 -0.518
H26 1.843 -2.381 -0.066
H27 2.465 -3.198 -1.343
O9 4.248 2.620 1.803
H28 4.352 3.053 2.712
H29 4.565 3.278 1.103
O10 -3.278 -2.599 2.744
H30 -3.860 -3.425 2.687
H31 -2.488 -2.811 3.341
O11 -2.706 -0.817 -3.256
H32 -3.037 -0.158 -3.949
H33 -2.800 -0.389 -2.344
O12 -0.046 5.778 -0.796
H34 -0.534 6.658 -0.687
H35 -0.671 5.125 -1.251
O13 5.171 -0.956 -2.525
H36 5.244 -1.942 -2.310
H37 4.509 -0.847 -3.283
O14 -4.463 -0.494 1.328
H38 -3.963 -1.317 1.640
H39 -4.550 0.138 2.113
O15 1.840 2.019 -4.256
H40 2.397 1.175 -4.261
H41 2.340 2.723 -3.729
O16 -0.905 -2.696 -4.705
H42 -1.471 -2.005 -4.230
H43 -1.478 -3.514 -4.868
O17 -3.341 -6.701 -1.065
H44 -2.431 -6.375 -1.365
H45 -3.238 -7.127 -0.153
O18 1.181 4.588 3.623
H46 1.622 4.751 2.727
H47 1.491 5.308 4.263
O19 -3.695 2.904 3.221
H48 -4.529 2.334 3.265
H49 -3.727 3.442 2.364
O20 0.768 -5.778 0.134
H50 1.194 -5.426 0.981
H51 0.332 -6.667 0.345

These are the Löwdin partial charges, in e, on atoms 1 to 8: 0.860 -0.326 -0.321 -0.075 -0.088 -0.419 0.027 0.045

=====

# C56H41ClN5O8Tl

A structure of composition C56H41ClN5O8Tl (wB97M-V/def2-TZVPD, the Open Molecules 2025 dataset).

Computed properties:
- strongest force on any atom (eV Å⁻¹) = 0.608
- charge = -2
- frontier orbital gap (eV) = 5.35
- E (eV) = -99785.2672

Geometry (Å):
Tl1 -0.011 -0.002 -0.236
C1 -3.187 -5.464 7.482
O1 -3.570 -4.249 6.880
C2 -2.894 -3.878 5.737
C3 -1.945 -4.671 5.105
C4 -1.327 -4.198 3.945
C5 -1.629 -2.956 3.414
C6 -2.593 -2.180 4.065
C7 -3.221 -2.632 5.211
C8 -0.974 -2.452 2.171
C9 0.375 -2.089 2.226
C10 1.261 -2.331 3.347
C11 2.489 -1.923 2.964
C12 2.365 -1.406 1.616
N1 1.065 -1.518 1.210
C13 3.419 -0.866 0.893
C14 3.356 -0.397 -0.427
C15 4.472 0.178 -1.151
C16 4.004 0.520 -2.374
C17 2.604 0.141 -2.400
C18 1.771 0.264 -3.521
C19 2.345 0.952 -4.719
C20 3.174 0.281 -5.617
C21 3.705 0.917 -6.725
C22 3.411 2.257 -6.959
O2 3.981 2.808 -8.083
C23 3.712 4.169 -8.333
C24 2.588 2.949 -6.080
C25 2.065 2.286 -4.969
C26 0.453 -0.189 -3.627
N2 -0.249 -0.773 -2.624
C27 -1.472 -1.063 -3.109
C28 -2.497 -1.668 -2.366
C29 -3.843 -1.771 -3.007
C30 -4.852 -0.897 -2.586
C31 -6.113 -0.961 -3.148
C32 -6.392 -1.900 -4.137
O3 -7.677 -1.884 -4.637
C33 -8.006 -2.861 -5.595
C34 -5.407 -2.783 -4.561
C35 -4.137 -2.705 -3.982
C36 -2.415 -2.081 -1.042
C37 -3.484 -2.788 -0.363
C38 -3.083 -2.988 0.906
C39 -1.757 -2.413 1.018
N3 -1.379 -1.883 -0.173
C40 -1.566 -0.656 -4.501
C41 -0.367 -0.116 -4.824
N4 2.252 -0.400 -1.205
C42 4.698 -0.644 1.636
C43 4.765 0.446 2.513
C44 5.921 0.699 3.228
C45 7.031 -0.129 3.080
O4 8.139 0.210 3.828
C46 9.245 -0.656 3.758
C47 6.980 -1.219 2.222
C48 5.803 -1.465 1.509
H1 -3.771 -5.559 8.395
H2 -2.122 -5.467 7.734
H3 -3.396 -6.319 6.832
H4 -1.680 -5.647 5.482
H5 -0.590 -4.814 3.444
H6 -2.860 -1.216 3.646
H7 -3.970 -2.031 5.710
H8 0.969 -2.752 4.296
H9 3.400 -1.942 3.540
H10 5.471 0.308 -0.764
H11 4.547 0.983 -3.184
H12 3.402 -0.762 -5.433
H13 4.349 0.393 -7.419
H14 4.245 4.427 -9.245
H15 4.067 4.805 -7.516
H16 2.642 4.347 -8.477
H17 2.345 3.990 -6.233
H18 1.428 2.824 -4.276
H19 -4.622 -0.198 -1.784
H20 -6.902 -0.296 -2.820
H21 -9.056 -2.713 -5.840
H22 -7.865 -3.873 -5.202
H23 -7.406 -2.756 -6.504
H24 -5.601 -3.525 -5.320
H25 -3.362 -3.391 -4.303
H26 -4.422 -3.073 -0.810
H27 -3.622 -3.472 1.704
H28 -2.434 -0.768 -5.131
H29 -0.061 0.297 -5.773
H30 3.877 1.061 2.649
H31 5.978 1.533 3.915
H32 9.992 -0.258 4.442
H33 9.668 -0.693 2.749
H34 8.982 -1.673 4.063
H35 7.827 -1.877 2.097
H36 5.753 -2.314 0.836
O5 1.968 1.811 3.503
C49 1.243 1.571 2.517
O6 1.609 1.303 1.351
C50 -0.266 1.699 2.742
C51 -0.719 2.549 3.742
C52 -2.083 2.746 3.882
C53 -2.948 2.083 3.031
C54 -2.421 1.249 2.050
N5 -1.108 1.055 1.926
C55 -3.378 0.580 1.051
O7 -4.436 0.152 1.553
O8 -2.994 0.552 -0.141
H37 0.018 3.025 4.372
H38 -2.469 3.416 4.643
H39 -4.023 2.175 3.096
Cl1 0.053 3.448 -0.362
C56 -0.445 1.920 -1.169
H40 0.011 1.908 -2.154
H41 -1.529 1.915 -1.233

These are the Löwdin partial charges, in e, on atoms 1 to 8: 1.041 -0.115 -0.101 -0.283 -0.029 -0.032 -0.202 0.010

=====

# C5H9BCl2F2O4P

A cluster of 2 separate species, C5H9BCl2F2O4P in total at a distorted geometry (wB97M-V/def2-TZVPD, the Open Molecules 2025 dataset).

Computed properties:
- strongest force on any atom (eV Å⁻¹) = 2.994
- charge = -1
- frontier orbital gap (eV) = 2.55
- E (eV) = -53964.5376

Geometry (Å):
C1 -0.765 1.754 -1.197
C2 -1.267 0.573 -0.479
Cl1 -1.361 -0.815 -1.440
C3 -1.602 0.549 0.843
Cl2 -2.122 -0.914 1.593
P1 -1.487 1.921 1.883
F1 -2.269 3.084 1.168
F2 -2.259 1.418 3.154
B1 0.239 2.408 2.357
O1 0.928 3.478 1.811
O2 0.845 1.631 3.327
H1 -0.491 2.540 -0.506
H2 0.104 1.502 -1.787
H3 -1.535 2.153 -1.844
H4 0.496 3.811 1.027
H5 1.490 1.050 2.924
O3 0.943 -4.806 -2.357
C4 0.910 -3.551 -2.340
C5 1.846 -2.990 -0.880
O4 1.810 -1.733 -0.857
H6 -0.054 -3.041 -2.132
H7 1.453 -2.989 -3.131
H8 2.824 -3.485 -1.062
H9 1.321 -3.547 -0.076

These are the Löwdin partial charges, in e, on atoms 1 to 8: -0.137 -0.858 0.705 -0.833 0.629 0.731 -0.155 -0.188